ORCA calculation (ωB97M-V/def2-TZVPD) on C9H10N4 in the gas phase in a non-equilibrium geometry.

F_max = 0.145 hartree/bohr
SMILES = N#C/N=C(/N)NCc1ccccc1
total charge = 0
energy relative to the best compared isomer or geometry (same formula, charge and spin) = 92.8 kcal/mol
E_LUMO = 0.3 eV

CARTESIAN COORDINATES (ANGSTROEM)
N -2.40980 2.86178 0.74090
C -2.55364 1.84462 0.06817
N -3.01505 0.72227 -0.39618
C -2.48961 -0.47624 -0.36973
N -3.28500 -1.38974 -1.01556
N -1.46298 -1.06877 0.40024
C -0.40527 -0.35337 1.11252
C 0.87061 -0.04571 0.48469
C 2.04336 -0.90369 0.46629
C 3.33354 -0.47785 0.07284
C 3.31520 0.72025 -0.74807
C 2.13383 1.45342 -0.81689
C 0.97158 1.18451 -0.03320
H -4.20733 -1.31545 -1.08863
H -3.30307 -2.32641 -0.64897
H -1.14250 -2.10732 0.39935
H -0.61873 0.64058 1.59626
H -0.07439 -1.07566 1.84885
H 1.97996 -1.95515 0.70793
H 3.98132 -1.44076 0.06572
H 4.19104 1.23799 -1.14986
H 1.98863 2.48621 -1.45480
H 0.15830 1.78449 -0.24188

Here are the Löwdin charges for atoms 1 to 8, given in e: 0.09 -0.38 0.10 -0.37 0.14 0.08 -0.18 -0.26


ORCA calculation (ωB97M-V/def2-TZVPD) on a molecular structure, C9H10O2 in a non-equilibrium geometry.

F_max = 0.337 hartree/bohr
total charge = 0
energy relative to the best compared isomer or geometry (same formula, charge and spin) = 170.0 kcal/mol
E_LUMO = 0.0 eV

CARTESIAN COORDINATES (ANGSTROEM)
C -1.61824 1.84715 0.02131
C -1.32140 0.45296 -0.41940
C -2.22244 -0.62864 0.21526
C 0.23554 0.02624 -0.20881
C 1.18687 0.96463 -0.03532
C 2.50363 0.71998 0.30080
C 2.80792 -0.69080 0.32484
C 1.87572 -1.65534 0.15400
C 0.54502 -1.23378 0.05395
H -2.82892 2.04534 -0.09572
H -1.25568 1.58813 0.75511
H -1.28952 2.72384 -0.52342
H -1.35426 0.18431 -1.33874
H -1.74596 -1.98231 -1.24259
H 0.84078 1.78587 -0.18980
H 3.29751 1.45115 0.27325
H 3.92691 -0.70510 0.77693
H 2.23176 -2.62338 0.44817
H -0.34623 -2.21080 -0.17348
O -2.54102 -1.72360 -0.38150
O -2.92801 -0.33584 1.28518

Here are the Löwdin charges for atoms 1 to 8, given in e: 0.00 -0.20 -0.48 -0.17 -0.05 -0.02 -0.10 -0.10


ORCA calculation (ωB97M-V/def2-TZVPD) on C9H11BClNO in the gas phase in a non-equilibrium geometry.

F_max = 0.021 hartree/bohr
SMILES = CC(=O)N(C)B(Cl)c1ccccc1
total charge = 0
energy relative to the best compared isomer or geometry (same formula, charge and spin) = 0.0 kcal/mol
E_LUMO = 0.5 eV

CARTESIAN COORDINATES (ANGSTROEM)
C -2.22004 0.30986 0.79849
C -2.07265 -0.70469 -0.30581
O -2.47140 -1.82023 -0.14459
N -1.42265 -0.37667 -1.52851
C -1.48338 1.04789 -1.89179
B -0.03696 -0.88604 -1.52110
Cl 0.53443 -1.85047 -2.86602
C 0.91534 -0.55004 -0.32067
C 1.62042 0.65786 -0.32597
C 2.43154 1.00776 0.75275
C 2.52208 0.14298 1.83886
C 1.83623 -1.06560 1.85385
C 1.03149 -1.41912 0.77380
H -1.48569 1.10624 0.72652
H -2.03279 -0.20758 1.72965
H -3.20849 0.75769 0.79342
H -2.50090 1.32275 -2.14581
H -1.09555 1.71517 -1.12435
H -0.89027 1.22638 -2.78580
H 1.53104 1.31775 -1.17763
H 2.97568 1.93795 0.73584
H 3.13689 0.41444 2.68467
H 1.90138 -1.73483 2.69659
H 0.48424 -2.34944 0.75362

Here are the Löwdin charges for atoms 1 to 8, given in e: 0.01 -0.50 0.11 -0.03 -0.06 -0.83 0.76 -0.18


ORCA calculation (ωB97M-V/def2-TZVPD) on 2 unconnected molecules or ions with the total composition C9H11BN2O2 in a non-equilibrium geometry.

F_max = 0.086 hartree/bohr
total charge = 0
energy relative to the best compared isomer or geometry (same formula, charge and spin) = 191.6 kcal/mol
E_LUMO (spin up / spin down) = -0.5 / -0.5 eV

CARTESIAN COORDINATES (ANGSTROEM)
B -1.34864 -2.56741 0.77301
C 1.21433 0.32102 -1.82949
C 2.01260 1.16846 -0.95275
C -0.53322 2.29298 1.26077
C 0.05092 -0.18292 -1.45546
C 1.70436 1.27713 0.45507
C -0.59211 0.84570 1.04507
C 0.76521 0.17452 0.98736
C -0.23622 -0.19618 -0.08218
C -0.97377 -0.65064 -2.41653
N 0.54206 2.91162 1.52493
N 1.81029 2.28791 1.42561
O -2.19154 -2.48695 1.86719
O -0.50914 -3.49219 0.33398
H 1.39895 0.25344 -2.90375
H 2.76282 1.87463 -1.38260
H -1.32867 2.91553 1.36550
H -1.29757 0.38543 1.70807
H 1.26593 -0.39055 1.74335
H -1.76241 -1.30247 -1.87274
H -0.49692 -1.13199 -3.21167
H -1.54672 0.31188 -2.66949
H 2.44671 2.98102 1.35770
H -2.42235 -3.23069 2.46123
H -0.73491 -4.36930 0.46781

Here are the Löwdin charges for atoms 1 to 8, given in e: -0.35 -0.07 0.01 -0.12 -0.35 -0.19 -0.14 -0.15


ORCA calculation (ωB97M-V/def2-TZVPD) on 2 unconnected molecules or ions with the total composition C9H11Br2N2O in a non-equilibrium geometry.

F_max = 0.026 hartree/bohr
total charge = +1
energy relative to the best compared isomer or geometry (same formula, charge and spin) = 19.8 kcal/mol
E_LUMO (spin up / spin down) = -5.4 / -4.4 eV

CARTESIAN COORDINATES (ANGSTROEM)
C -3.58734 0.04011 -1.48759
C -3.58280 0.20179 -0.10588
C -2.36735 -0.11432 -2.13240
C -2.39138 0.20051 0.57607
C -1.19902 -0.10252 -1.40541
C 2.37146 -0.29232 1.19012
C 3.73435 -0.63534 0.60991
C 1.24348 -0.41165 0.17784
C -0.04573 0.06098 0.68429
N 0.33189 2.40240 0.70847
N -1.20411 0.05066 -0.06098
O 1.23486 2.67407 1.34956
Br 4.18370 0.54502 -0.89838
Br 1.01358 -2.44321 -0.31737
H -4.51226 0.03077 -2.04047
H -4.50361 0.31806 0.44277
H -2.32113 -0.25105 -3.20076
H -2.36121 0.30848 1.64950
H -0.24853 -0.22177 -1.89766
H 2.39955 0.73384 1.56687
H 2.18546 -0.95452 2.03958
H 4.51859 -0.49122 1.35125
H 3.77129 -1.65371 0.22958
H 1.53785 0.02033 -0.78016
H -0.20157 -0.01540 1.75124

Here are the Löwdin charges for atoms 1 to 8, given in e: 0.00 0.00 0.01 0.01 -0.01 -0.34 -0.57 -0.60


ORCA calculation (ωB97M-V/def2-TZVPD) on 2 unconnected molecules or ions with the total composition C9H11BrP2 in a non-equilibrium geometry.

F_max = 0.073 hartree/bohr
multiplicity = 3
total charge = 0
<S²> = 2.042
E_LUMO (spin up / spin down) = 0.5 / -1.5 eV

CARTESIAN COORDINATES (ANGSTROEM)
C -1.94108 -1.03347 0.59149
C -1.84688 -1.71290 -0.58815
C -1.24079 0.14734 0.89550
C -0.94974 -1.28103 -1.55687
C -0.29019 0.53098 -0.00002
C -0.20900 -0.11437 -1.25449
C 0.71338 1.59568 0.10606
C 1.22879 1.72568 -1.30366
C 0.75377 0.52249 -1.99162
P 1.93848 -1.77201 0.84686
P 3.50950 -1.31482 -0.57582
Br 4.15848 0.54251 0.35104
H -2.54743 -1.51803 1.30528
H -2.54129 -2.53202 -0.73936
H -0.98430 0.55516 1.93290
H -0.94781 -1.79218 -2.46386
H 0.20612 2.46713 0.61286
H 1.48096 1.33954 0.88356
H 0.73523 2.65161 -1.98122
H 2.30403 1.93821 -1.36835
H 1.08856 0.29906 -3.00680
H 1.01134 -2.47791 0.01116
H 2.59706 -2.75954 1.46801

Here are the Löwdin charges for atoms 1 to 8, given in e: -0.11 -0.11 -0.04 -0.03 -0.28 -0.25 -0.19 -0.23


ORCA calculation (ωB97M-V/def2-TZVPD) on 2 unconnected molecules or ions with the total composition C9H11Cl2N2O2 in a non-equilibrium geometry.

F_max = 0.078 hartree/bohr
total charge = -1
energy relative to the best compared isomer or geometry (same formula, charge and spin) = 43.4 kcal/mol
E_LUMO = 3.2 eV

CARTESIAN COORDINATES (ANGSTROEM)
C -3.97870 0.99709 1.45604
C -3.69051 0.07486 -0.47619
C -4.45707 1.04165 0.12678
C -2.44412 -2.80170 -1.08684
C 2.48500 -0.01104 -0.16317
C 1.15823 0.75791 -0.19944
C 0.07386 0.10937 0.58714
C -0.17931 -1.17589 -0.18570
C -1.48123 -1.92576 0.11473
N -3.10265 -0.01167 1.63268
N -2.82384 -0.44849 0.42648
O -2.63523 -3.93303 -0.69082
O -2.62580 -2.25309 -2.15001
Cl -5.66358 2.05595 -0.52895
Cl -1.48185 -2.70607 1.70676
H -4.35416 1.73761 2.15724
H -3.57834 -0.29763 -1.43972
H 2.71922 -0.09899 0.87267
H 2.34282 -1.06172 -0.35287
H 3.26550 0.39442 -0.86976
H 1.38131 1.68313 0.29903
H 0.86299 1.11940 -1.09089
H -0.80580 0.71362 0.66303
H 0.45220 -0.03849 1.68434
H 0.63521 -1.93702 0.01302
H -0.16941 -0.97413 -1.32634

Here are the Löwdin charges for atoms 1 to 8, given in e: -0.21 -0.14 -0.74 -0.73 -0.10 -0.30 -0.23 -0.25


ORCA calculation (ωB97M-V/def2-TZVPD) on a molecular structure, C9H11Cl2N7O6Rh in a non-equilibrium geometry.

F_max = 0.048 hartree/bohr
multiplicity = 5
total charge = +1
energy relative to the best compared isomer or geometry (same formula, charge and spin) = 0.0 kcal/mol
<S²> = 6.044
E_LUMO (spin up / spin down) = -4.2 / -6.7 eV

CARTESIAN COORDINATES (ANGSTROEM)
Rh -0.16016 0.74227 -0.01927
N 2.13728 1.09878 1.48074
N 3.19414 1.52666 0.67124
C 2.97847 1.77415 -0.62859
N 3.94935 2.21586 -1.41541
N 1.73959 1.52182 -1.04562
N 1.27337 1.65586 -2.27022
O 1.95577 2.06657 -3.17884
O 0.08737 1.34536 -2.37915
H 1.66163 1.88198 1.93294
H 2.46153 0.42157 2.16257
H 4.07191 1.81207 1.09760
H 4.88013 2.39215 -1.07570
H 3.72521 2.36312 -2.39700
Cl -2.06381 -6.58011 0.70141
C -1.87872 -4.88206 0.66396
C -2.73051 -4.08114 1.43548
C -2.57102 -2.71797 1.44455
Cl -3.60294 -1.71922 2.36987
C -1.51477 -2.06019 0.70613
O -1.36840 -0.81397 0.82024
C -0.70212 -2.92029 -0.12047
C 0.32642 -2.34560 -0.95655
O 0.76864 -1.20850 -0.89729
C -0.89649 -4.29922 -0.12297
H -3.49982 -4.55073 2.02961
H 0.72204 -3.02209 -1.73378
H -0.24870 -4.92261 -0.72176
N -2.39610 1.85626 0.00233
N -2.22143 3.22609 0.03960
C -0.91206 3.71298 0.49637
O -0.74883 4.90233 0.52870
O -0.11370 2.79335 0.81017
H -3.09910 1.54857 -0.66359
H -2.57281 1.49808 0.94559
H -2.63136 3.76778 -0.71288

Here are the Löwdin charges for atoms 1 to 8, given in e: 1.20 0.03 0.02 -0.36 0.23 0.04 -0.43 0.09


ORCA calculation (ωB97M-V/def2-TZVPD) on C9H11ClO4S in the gas phase in a non-equilibrium geometry.

F_max = 0.092 hartree/bohr
SMILES = COC(OC)(c1ccccc1)S(=O)(=O)Cl
total charge = 0
energy relative to the best compared isomer or geometry (same formula, charge and spin) = 53.8 kcal/mol
E_LUMO = 0.4 eV

CARTESIAN COORDINATES (ANGSTROEM)
C -2.43824 1.63996 0.66965
O -1.51825 0.77964 -0.11320
C -0.66399 0.17547 0.70260
O -0.06277 0.99534 1.57797
C 0.70221 2.02267 0.98512
C 0.41225 -0.55833 -0.41221
C -0.11610 -0.93272 -1.64687
C 0.74138 -1.50192 -2.53937
C 2.14192 -1.43014 -2.33836
C 2.59136 -0.96938 -1.13098
C 1.73877 -0.55904 -0.14854
S -1.35677 -1.27261 1.64174
O -2.45376 -1.74049 0.92189
O -0.37559 -2.19191 1.97287
Cl -2.07992 -0.63606 3.44711
H -2.90065 0.96761 1.29284
H -3.06772 2.06144 -0.15355
H -2.02593 2.49384 1.12003
H 0.39737 2.22357 0.01745
H 1.82287 1.73773 0.86613
H 0.41307 2.82154 1.63790
H -1.14650 -0.85784 -1.77541
H 0.40827 -1.93932 -3.48227
H 2.93906 -1.83377 -2.96914
H 3.67068 -1.07095 -0.95085
H 2.22700 -0.42433 0.80744

Here are the Löwdin charges for atoms 1 to 8, given in e: 0.02 -0.10 -0.62 -0.13 -0.04 -0.10 -0.02 -0.06


ORCA calculation (ωB97M-V/def2-TZVPD) on 3 unconnected molecules or ions with the total composition C9H11F7O8P2S.

F_max = 0.009 hartree/bohr
SMILES = OP(O)#P(S)C(F)(F)C(F)(F)C(F)(F)F.O=C1OCCO1.O=C1OCCO1
total charge = 0
E_LUMO = 0.2 eV

CARTESIAN COORDINATES (ANGSTROEM)
O -3.17197 -0.22694 2.33287
P -2.26793 0.88559 1.54534
O -3.07950 2.19641 2.04729
P -0.58842 1.08276 3.06167
S -0.49202 -0.81286 3.95358
C 0.92629 1.14256 1.91513
F 1.97102 1.59846 2.67552
F 0.66509 2.08852 0.97223
C 1.50477 -0.09702 1.17946
F 2.53826 0.32686 0.39526
F 1.99111 -0.96871 2.08458
C 0.55616 -0.87119 0.22577
F 1.26707 -1.76870 -0.46315
F -0.03107 -0.06117 -0.63534
F -0.38293 -1.53637 0.90467
H -2.67460 -0.84195 2.89301
H -3.13031 2.84033 1.31550
H -0.12209 -0.38193 5.16591
O 0.62748 -8.29564 -1.44011
C 0.81871 -7.13159 -1.56816
O 1.23159 -6.29979 -0.58117
C 1.56989 -5.03650 -1.16014
C 0.75641 -5.04500 -2.44071
O 0.65472 -6.44237 -2.72460
H 1.30480 -4.23374 -0.48032
H 2.64443 -5.01472 -1.35029
H -0.24765 -4.64169 -2.29723
H 1.23744 -4.53386 -3.27010
O -2.78197 4.42531 -0.07549
C -1.81273 4.77087 -0.68080
O -0.71847 4.01063 -0.87402
C 0.13338 4.67342 -1.81661
C -0.30753 6.11911 -1.67953
O -1.67028 5.97741 -1.25785
H 1.17320 4.50150 -1.55421
H -0.06693 4.26793 -2.80915
H 0.24193 6.65113 -0.90200
H -0.26734 6.68293 -2.60679

Here are the Löwdin charges for atoms 1 to 8, given in e: -0.35 0.66 -0.33 0.63 0.43 -0.68 0.04 0.03